No. 1
# C25H26N6O3

A 2-piece molecular cluster, C25H26N6O3 overall at a distorted geometry (the ωB97M-V functional and the def2-TZVPD basis, OMol25).

XYZ file:
```
60
Properties=species:S:1:pos:R:3:forces:R:3
C -0.6262 2.4595 7.3504 1.23 0.42 -0.67
H -1.1285 -0.5989 -2.1723 0.02 -0.27 0.16
C 1.9956 -3.2109 -3.6968 0.20 0.58 0.23
C -1.3270 -1.6797 -4.4898 0.17 0.29 0.24
O 0.5542 1.3432 -4.0685 0.16 0.31 0.37
N -0.5073 -0.1350 4.1240 0.84 -0.87 -1.96
C 1.2236 -4.0707 -2.9196 -0.09 0.21 0.25
C 1.1759 -2.4341 -1.1121 0.17 -0.69 -1.36
H 2.9908 -2.9437 -5.3282 -0.28 -0.23 0.25
C 1.5365 1.7458 4.4163 0.18 -1.15 -1.67
H 0.9439 -5.0410 -3.3180 0.04 0.12 0.06
C -2.3729 1.0780 -2.4300 -0.10 0.08 0.05
H -2.3202 2.0916 -2.8307 -0.05 -0.11 -0.20
H -2.3438 -0.1032 5.9020 0.10 0.05 -0.03
C -2.7397 1.1181 -0.9393 -0.18 0.09 -0.18
H 2.9490 -1.2741 -3.7878 -0.04 -0.03 0.02
N -0.4916 -2.0518 1.9333 0.49 0.40 -0.02
C -1.6356 1.5098 7.1615 -0.09 -1.05 -1.14
C 0.4987 1.6773 5.3455 0.11 0.47 0.48
H 2.3012 0.9187 2.5928 -0.06 -0.02 0.02
C 0.4823 -0.0827 3.2105 -1.45 -0.04 1.44
H 1.2139 3.2910 6.5972 -0.04 -0.10 -0.07
C -0.9810 0.4572 -2.3989 0.27 -0.22 -0.87
H -1.2644 -2.2964 -5.3878 0.03 0.16 0.10
H 0.9277 4.0215 -1.2915 0.08 -0.13 0.19
H -3.1417 2.0978 -0.6799 -0.17 -0.16 0.06
C -0.2370 0.4672 -3.7546 0.68 1.18 0.58
C 0.4355 -1.0248 2.0677 -0.51 -0.53 0.06
C -1.5724 0.6411 6.0663 -0.82 0.71 1.63
H 0.2094 -4.3724 -1.0495 0.13 0.22 -0.04
C 1.5179 0.8607 3.3385 0.61 1.01 0.64
C 1.2254 -1.0409 0.9575 -0.14 -0.23 -0.33
H 2.3327 2.4783 4.5148 -0.12 -0.10 0.01
H -3.4631 0.3383 -0.6975 -0.07 0.20 0.07
N -0.2982 -2.6583 0.8180 0.08 0.14 -0.26
C 0.5542 1.9555 -0.9401 1.82 1.68 0.29
C 0.8121 -3.6864 -1.6396 0.21 0.17 -0.19
H -2.3664 -1.3853 -4.3368 -0.03 -0.12 -0.04
H -0.1188 3.2707 -2.5061 0.18 0.01 -0.26
H -3.0768 0.4718 -3.0003 0.02 0.18 -0.15
H 2.0318 -0.3568 0.7259 -0.20 -0.37 -0.35
H 2.2446 -0.5931 -1.5414 -0.09 -0.12 -0.02
C -1.4261 0.8616 -0.1878 -0.27 -0.40 0.73
N -0.3637 0.9938 -1.1773 -0.87 -0.95 -0.55
H -1.4351 -0.1532 0.2069 0.03 -0.02 0.23
H -0.9909 -2.2777 -3.6404 -0.06 -0.09 -0.05
O 2.3826 -3.5971 -4.9472 0.05 -0.06 -0.15
H -2.4644 1.4437 7.8607 0.12 0.00 -0.11
C -0.5152 0.7148 5.1580 0.44 0.13 -0.26
C 2.3590 -1.9613 -3.1903 -0.34 -0.17 0.70
H 1.6351 2.9344 -2.4985 -0.12 0.12 -0.15
H 0.0357 -0.4045 -5.5101 0.00 0.16 0.15
H -0.6691 3.1334 8.2012 0.03 -0.07 -0.12
N -0.4760 -0.4997 -4.6463 -0.90 -1.37 -0.30
C 1.9572 -1.5753 -1.9057 -0.22 -0.28 0.00
C 0.7593 3.1237 -1.8822 -0.23 -0.26 -0.20
C 0.4387 2.5459 6.4453 -1.20 0.18 1.36
O 1.2027 1.9587 0.1033 -0.61 -0.24 -0.13
H -1.3154 1.5716 0.6343 0.36 -0.25 -0.08
N 0.7408 -2.0656 0.1707 0.48 1.44 1.54
```
Forces are in eV/Å.

Calculated values
Multiplicity = 1
Energy relative to the best compared isomer or geometry (same formula, charge and spin) = 28.3 kcal per mole
Orbital gap = 8.373 eV
E_LUMO = 0.0088 Ha
SMILES = Oc1ccc(-n2cc(-c3ccc4ccccc4n3)nn2)cc1.CNC(=O)[C@@H]1CCCN1C(C)=O
E_tot = -41429.67149 eV

No. 2
# C25H26N6O5S

C25H26N6O5S as an isolated structure (the ωB97M-V functional and the def2-TZVPD basis, OMol25).

XYZ file:
```
63
Properties=species:S:1:pos:R:3:forces:R:3
H 1.5895 1.4735 -2.9150 0.14 -0.06 -0.01
H 0.8094 1.4514 2.2441 0.02 0.15 -0.08
H -4.8326 -1.8721 -4.1267 -0.05 -0.02 -0.10
C 0.3856 0.5406 -0.7236 0.05 0.06 -0.24
H 5.9580 -1.7678 -1.1187 0.03 -0.02 0.00
O -0.1297 -3.6275 3.0554 -0.07 0.20 -0.28
N -3.4993 0.3692 -3.0156 -0.05 0.23 -0.32
C 5.0276 -0.4714 -2.3839 0.48 -0.24 0.03
H -2.5197 2.0882 -2.2606 0.07 0.14 -0.03
H 0.2440 5.6570 1.2067 0.03 -0.07 -0.05
C 1.0328 -0.1817 3.6242 -0.02 0.10 -0.11
H -0.0427 -5.3234 4.1090 0.04 0.07 0.06
H -2.9646 -2.2414 0.4849 0.04 -0.02 0.12
C -2.0370 2.0932 0.7314 -0.08 -0.35 0.00
N 3.8334 -1.2586 -0.4103 0.30 0.01 -0.24
C -0.0087 -0.3792 1.4862 0.13 -0.16 0.51
H 0.9195 4.3801 0.1537 -0.06 0.12 0.01
C -2.5933 0.2960 -0.9707 -0.17 0.20 -0.08
C -1.2393 4.3538 0.3242 0.24 0.06 0.38
N -0.4613 0.2204 0.2803 -0.24 -0.10 0.13
H -3.7669 0.7188 -3.9197 0.03 -0.03 0.12
H 3.2465 1.0947 -3.4578 -0.10 0.02 0.05
C 1.7198 -0.0286 -0.7309 0.71 -0.37 0.02
H 1.3588 -4.2536 4.3593 -0.04 0.01 0.00
H 1.5321 0.4141 4.3731 0.05 0.05 0.07
C -0.2689 3.9897 3.1667 -0.13 -0.02 0.05
C -3.7511 -0.8868 -2.5449 0.03 -0.48 0.41
O 0.4861 3.7625 1.9933 0.08 -0.13 -0.04
N -1.4039 2.9751 -0.0567 0.22 0.31 -0.35
C 2.6556 0.2346 -1.7403 -0.35 -0.12 0.55
O 5.0571 0.1944 -3.4078 -0.09 0.14 -0.14
H -1.2918 3.6138 3.0691 0.06 0.06 0.02
C -3.3481 -2.1557 -0.5207 -0.02 0.00 -0.04
C 3.8528 -0.5088 -1.4925 -0.57 -0.06 0.41
H 0.2360 3.4444 3.9623 -0.04 0.05 0.07
H -2.3336 0.0323 1.1044 0.10 0.23 -0.13
O 0.0494 1.2933 -1.6509 0.05 0.00 -0.01
C 0.2724 -4.2884 4.2315 0.07 -0.12 0.21
C 0.1630 4.5989 0.9131 -0.20 0.08 -0.23
C -4.5366 -3.1139 -2.3984 -0.06 0.01 -0.14
O -2.6985 2.3968 1.7066 -0.18 -0.05 0.24
H -2.0101 4.5846 1.0629 0.05 0.06 -0.14
C 0.1521 -2.3056 2.9231 -0.04 0.15 -0.10
C -3.1992 -0.9726 -1.2446 -0.15 0.07 -0.40
C -0.2530 -1.7209 1.7231 -0.04 -0.01 0.13
H -0.7411 -2.3327 0.9816 -0.05 -0.08 -0.14
C 0.7991 -1.5241 3.8750 -0.01 -0.33 0.08
C 0.6350 0.4047 2.4389 -0.09 -0.01 0.04
C -4.0118 -3.2096 -1.1068 0.03 -0.15 0.17
C -4.4190 -1.9535 -3.1322 -0.04 -0.01 -0.07
C -2.8077 1.0733 -2.0736 0.01 -0.01 0.32
C -1.8788 0.6249 0.3026 -0.28 0.20 -0.24
H -0.8201 2.6030 -0.8047 -0.09 -0.04 0.15
H 6.8975 -1.2857 -2.5130 -0.09 0.04 0.00
H -1.3707 4.9982 -0.5492 -0.02 0.04 0.09
N 2.5004 1.0624 -2.7771 -0.09 0.30 -0.45
H -0.2135 -3.8656 5.1165 0.03 -0.01 -0.03
N 6.0540 -1.2382 -1.9679 0.19 -0.11 0.04
H -4.1354 -4.1328 -0.5599 -0.01 -0.07 0.05
H -0.2908 5.0568 3.4148 0.03 0.01 0.04
H -5.0490 -3.9644 -2.8231 -0.04 -0.05 -0.05
H 1.1225 -1.9472 4.8124 0.02 -0.08 0.08
S 2.4331 -1.1505 0.3888 0.21 0.17 -0.40
```
Forces are in eV/Å.

Calculated values
Multiplicity = 1
Energy relative to the best compared isomer or geometry (same formula, charge and spin) = 0.0 kcal per mole
Orbital gap = 7.962 eV
E_LUMO = 0.0022 Ha
E_tot = -56362.02631 eV

No. 3
# C25H26N7PdS

C25H26N7PdS as an isolated structure at a distorted geometry (the ωB97M-V functional and the def2-TZVPD basis, OMol25).

XYZ file:
```
60
Properties=species:S:1:pos:R:3:forces:R:3
C 8.2746 13.1839 9.4266 2.60 -2.80 -0.51
C 15.3094 8.7463 6.5012 0.15 -1.60 -0.89
H 12.9791 13.8086 11.7835 -0.68 0.24 -0.14
H 7.6770 10.4757 4.6272 0.06 -0.04 0.42
C 10.5877 13.6951 8.7793 0.07 -0.50 0.02
H 11.0829 8.0126 8.1663 0.87 -0.42 -0.54
H 14.2013 10.7305 10.4965 0.21 0.34 -0.12
C 13.7339 11.7148 10.6230 1.25 -1.32 3.57
C 8.4362 10.0112 5.2722 0.13 0.16 -0.74
H 9.7023 10.6308 8.2729 0.03 -0.11 -0.45
H 11.3231 14.2373 8.1610 -0.63 -0.13 0.45
S 11.8395 11.7936 6.3946 -0.49 -0.20 0.04
H 17.2747 9.4763 7.1777 -0.17 -0.69 -0.51
H 7.3731 9.3496 11.6612 -1.30 -0.70 0.31
H 17.1853 9.1046 5.4266 -0.05 -0.12 0.57
H 16.1017 12.1880 9.5585 0.84 -0.67 -0.43
N 14.2307 10.5253 8.0768 2.97 -3.18 -3.30
C 10.4264 7.7601 8.9697 1.46 0.62 -1.20
N 10.3040 6.5150 9.3311 0.58 -0.51 -0.89
H 15.0366 7.7455 6.8637 -0.20 0.40 0.62
H 10.8155 11.0587 10.6958 -0.64 -0.37 0.34
C 14.5602 12.8752 10.7413 -4.13 -0.53 -0.09
C 10.2353 11.8270 10.2135 1.98 2.67 -2.37
C 16.1470 16.7366 10.7426 3.91 4.16 1.49
H 7.1547 13.2156 9.3125 1.47 0.35 0.28
H 17.3010 7.7421 6.5856 -0.47 0.90 0.00
H 7.8105 7.0232 11.5154 1.03 0.23 -0.58
C 13.8373 14.0159 11.1772 0.52 1.73 0.50
H 9.3250 5.1447 10.2455 -0.72 -0.04 1.29
C 7.9573 10.9520 10.5466 -1.07 0.00 0.45
H 12.8808 11.5925 11.3282 0.55 0.58 -0.41
C 8.1418 10.1690 6.7697 -0.06 1.32 0.25
C 10.2859 11.1005 6.3316 -0.79 -0.85 -1.66
H 10.1014 10.9876 4.2366 0.33 0.11 -0.19
C 8.0667 9.6363 10.9244 0.80 1.06 -1.87
H 6.9190 11.3962 10.6440 1.28 -0.50 0.81
N 16.7328 17.7029 11.1156 -2.32 -3.09 -1.56
C 16.8691 8.7593 6.4285 0.23 0.41 -0.50
H 7.7590 9.2659 7.2635 0.77 0.11 -0.02
C 9.2129 13.9422 8.7147 -0.86 -1.82 2.47
C 9.3935 6.2246 10.2335 0.38 -0.63 -0.69
C 16.2960 14.3258 9.9421 1.46 -0.10 0.29
C 15.7234 13.0309 10.0682 2.58 2.92 -1.29
H 8.4881 8.9569 4.9228 0.42 0.53 0.42
N 9.4363 10.7420 7.2971 -0.62 -0.60 -0.16
H 14.7314 8.7112 5.5400 0.90 0.65 0.46
H 13.8203 16.2116 11.3587 -0.26 -0.31 0.00
C 8.8949 11.9740 10.0346 -2.93 0.17 0.22
C 14.7514 9.7627 7.3497 -1.84 1.95 2.35
Pd 12.7773 11.6788 8.7780 -1.30 0.90 -1.24
N 11.0843 12.7036 9.5072 -1.51 -0.45 1.01
H 17.3405 14.4887 9.4395 -2.24 -0.40 1.02
C 15.6417 15.4531 10.5619 -1.05 -2.04 -1.63
C 14.3099 15.3163 10.9899 0.16 -1.68 1.11
H 7.3463 10.9340 6.9306 0.54 -0.40 -0.13
N 9.8405 8.8279 9.4161 -2.60 0.05 1.72
C 8.6648 7.2282 10.8241 -1.78 0.22 0.20
H 8.8056 14.7180 8.2188 -0.70 2.73 -1.97
N 9.7038 10.7617 5.1223 -0.19 -0.19 1.60
C 8.8665 8.5243 10.3266 1.09 1.49 1.82
```
Forces are in eV/Å.

Calculated values
Multiplicity = 3
Total charge = +1
Energy relative to the best compared isomer or geometry (same formula, charge and spin) = 63.2 kcal per mole
<S²> = 2.047
Orbital gap (alpha / beta) = 4.947 / 6.433 eV
E_LUMO (alpha / beta) = -0.1321 / -0.1768 Ha
E_tot = -51081.70166 eV

No. 4
# C25H26NO7P2Pt

C25H26NO7P2Pt as an isolated structure (the ωB97M-V functional and the def2-TZVPD basis, OMol25).

XYZ file:
```
62
Properties=species:S:1:pos:R:3:forces:R:3
H -1.8522 1.7389 2.2053 -0.01 -0.01 -0.01
C -2.2486 1.9750 4.3008 -0.02 -0.01 0.01
C -0.0469 1.6666 3.3642 -0.01 0.03 0.01
N -1.0941 0.4091 -6.2368 -0.04 0.10 0.07
C -1.6925 2.0375 5.5745 0.00 0.00 -0.01
C -1.8707 -2.3762 -0.2494 0.10 0.05 -0.38
C 3.8904 3.4912 2.7494 0.01 0.00 0.00
H 0.1055 1.9391 6.7428 0.00 0.00 0.00
C -0.3209 1.9065 5.7496 -0.01 -0.01 0.00
C 0.9381 -4.8081 0.3977 0.04 -0.02 0.05
H 5.1505 1.0586 0.7495 0.00 0.00 0.01
C 3.1139 1.1944 1.3828 0.00 0.01 -0.01
O -3.1836 -1.0267 -5.2632 0.12 -0.26 -0.01
O -1.8424 -1.6762 -3.0434 0.09 0.40 0.34
H 0.1766 -5.4217 0.8790 0.00 -0.01 0.00
C 0.3270 -3.6255 -0.2945 -0.05 0.07 -0.08
H 5.8428 3.0987 1.9585 0.00 0.00 0.00
H -0.2757 -2.1738 -5.7249 -0.01 -0.01 0.02
C 2.5801 3.0590 2.8324 -0.02 -0.02 0.01
O -0.6530 2.3754 -4.3708 0.00 -0.03 0.01
H -2.1087 -2.7827 -1.2253 0.01 -0.21 -0.02
C -0.7327 -2.8477 0.4549 0.02 -0.01 0.09
H 1.5660 1.5952 4.7916 0.01 0.02 -0.01
C 0.5023 1.7305 4.6521 0.01 -0.04 -0.01
H 1.1453 -1.0980 -5.6420 -0.01 0.01 -0.02
C -1.6033 -1.8326 2.4546 -0.07 -0.02 0.01
C -1.4350 1.7770 3.2031 0.00 0.01 -0.02
C 4.8151 2.7641 2.0105 -0.01 0.01 0.01
C -0.6813 -0.2026 -4.9123 -0.04 0.13 -0.03
H -3.4684 -0.7901 2.3008 0.00 0.02 -0.01
C 0.2268 -1.4022 -5.1380 -0.06 -0.07 -0.05
H 1.6174 -4.4566 1.1786 0.00 -0.02 0.01
H -3.3166 2.0874 4.1699 0.01 0.01 0.00
O 1.5890 1.1682 -4.4245 0.04 0.13 0.00
C -0.6245 -2.5887 1.8085 0.06 0.04 -0.07
H -0.4014 0.2509 -6.9667 0.01 0.02 0.00
H 1.8515 3.6417 3.3793 0.00 -0.01 0.02
O 0.1410 0.6955 -2.4777 -0.10 0.06 -0.13
H -1.1981 1.4258 -6.0698 0.00 -0.02 -0.01
O 0.6531 -3.2788 -1.4055 -0.09 -0.06 0.07
H -3.7444 -1.3318 -0.1150 -0.01 -0.02 0.00
H 2.7950 0.3085 0.8491 0.01 0.00 0.01
Pt -0.9085 -0.6550 -1.3726 -0.32 -0.43 0.32
H 0.4943 -1.8409 -4.1783 0.00 0.00 0.01
C 2.1798 1.8986 2.1552 0.00 0.03 -0.02
P 0.0622 1.1591 -3.9359 0.16 -0.05 0.01
C 0.2813 0.7892 1.1149 -0.01 -0.02 0.02
O -2.8334 0.5621 -3.3126 0.01 -0.12 -0.05
H 0.2268 -2.9518 2.3693 0.00 0.01 0.00
C -2.7122 -1.3567 1.7751 0.05 0.05 0.08
H 4.1913 4.3989 3.2539 0.00 0.00 0.00
C -0.1914 0.2023 0.1414 0.01 0.01 -0.13
H -2.3321 2.1881 6.4342 0.00 0.00 0.00
H 2.2233 1.1068 -3.7014 -0.01 -0.07 0.00
H -1.4950 -1.6201 3.5115 0.00 -0.01 -0.01
C 4.4269 1.6164 1.3280 0.00 0.00 -0.01
H 1.5052 -5.3928 -0.3209 0.00 0.01 0.00
C 0.7973 1.4469 2.1969 0.02 -0.04 -0.03
C -2.8589 -1.6407 0.4248 0.11 0.16 -0.10
P -2.2867 -0.7104 -4.1304 -0.06 0.24 0.06
H -2.0055 -0.0130 -6.4902 0.04 -0.07 -0.02
H -3.3974 1.1385 -3.8426 0.02 0.03 0.01
```
Forces are in eV/Å.

Calculated values
Multiplicity = 1
Total charge = +1
Energy relative to the best compared isomer or geometry (same formula, charge and spin) = 0.0 kcal per mole
Orbital gap = 7.177 eV
E_LUMO = -0.1753 Ha
E_tot = -63991.88074 eV